Molecular formula: C16H29Cl4N3
Method: DFT, wB97M-V/def2-TZVPD

Positions of all 52 atoms, in Å:
C  -3.82  5.54  1.28
C  5.05  -0.97  4.70
H  0.71  -0.44  -1.81
H  1.63  -1.78  -6.14
H  -2.98  -2.62  0.41
H  -0.60  0.14  0.25
H  -3.68  4.56  1.74
H  4.06  -1.73  -4.32
C  2.71  -1.82  -6.01
H  -3.24  -0.35  1.37
C  1.26  -0.61  -0.88
H  -3.90  -4.20  2.08
C  -2.99  -1.62  3.01
H  -1.99  5.30  -0.92
Cl  5.47  0.57  5.48
H  5.97  -1.50  4.48
C  2.99  -1.74  -4.51
C  0.48  0.24  0.23
H  3.35  -0.21  3.53
H  1.20  -1.68  -0.72
H  -4.46  -2.12  -0.07
H  -5.47  -3.33  2.14
C  -1.60  5.27  0.10
C  2.31  -2.76  -3.62
C  -3.94  -2.39  0.86
H  0.71  1.30  0.13
C  4.20  -0.87  3.37
N  -1.46  2.78  0.86
H  4.50  -1.62  5.38
H  -4.26  5.31  0.31
C  3.12  -3.07  -6.61
C  -2.48  6.16  0.98
C  -1.51  3.87  0.54
H  -4.54  6.13  1.85
C  -3.78  -1.15  1.86
H  -4.88  -4.21  0.69
H  -2.64  7.15  0.55
H  -4.68  -0.71  2.30
N  3.49  -4.06  -7.06
Cl  0.94  -0.32  1.86
H  2.76  -0.71  -4.25
H  1.24  -2.60  -3.71
N  -2.33  -1.99  3.90
C  -4.60  -3.57  1.53
H  2.50  -3.77  -4.01
H  3.81  -1.85  3.12
H  2.56  -2.62  -2.57
Cl  2.89  -0.06  -1.06
H  3.16  -1.07  -6.66
H  -1.97  6.37  1.93
H  -0.58  5.67  0.14
Cl  5.26  -0.26  2.00

Its HOMO energy is -10.3881 eV. The SMILES is CCCC#N.CCCC#N.CCCC#N.ClCCCl.ClCCCl. The total charge is 0. The calculation puts the relative energy (zero: lowest compared OMol25 entry of this formula, charge and spin) at 21.4 kcal per mole. The value obtained for the LUMO energy is 0.012 Eh. For the molar mass, the calculation gives 405.2 g mol⁻¹. The value obtained for the energy is -71621.284 eV.

Charge distribution, Löwdin scheme, values in e: number 1, C, carries -0.114; number 2, C, carries -0.673; number 3, H, carries 0.062; number 4, H, carries 0.120; number 5, H, carries 0.104; number 6, H, carries 0.033; number 7, H, carries 0.066; number 8, H, carries 0.112; number 9, C, carries -0.196; number 10, H, carries 0.097; number 11, C, carries -0.691; number 12, H, carries 0.075; number 13, C, carries -0.249; number 14, H, carries 0.121; number 15, Cl, carries 0.532; number 16, H, carries 0.054; number 17, C, carries -0.276; number 18, C, carries -0.647; number 19, H, carries 0.030; number 20, H, carries 0.063; number 21, H, carries 0.098; number 22, H, carries 0.081; number 23, C, carries -0.175; number 24, C, carries -0.098; number 25, C, carries -0.247; number 26, H, carries 0.040; number 27, C, carries -0.606; number 28, N, carries 0.170; number 29, H, carries 0.066; number 30, H, carries 0.075; number 31, C, carries -0.256; number 32, C, carries -0.268; number 33, C, carries -0.209; number 34, H, carries 0.077; number 35, C, carries -0.160; number 36, H, carries 0.069; number 37, H, carries 0.109; number 38, H, carries 0.112; number 39, N, carries 0.145; number 40, Cl, carries 0.551; number 41, H, carries 0.092; number 42, H, carries 0.073; number 43, N, carries 0.141; number 44, C, carries -0.122; number 45, H, carries 0.077; number 46, H, carries 0.066; number 47, H, carries 0.050; number 48, Cl, carries 0.592; number 49, H, carries 0.123; number 50, H, carries 0.108; number 51, H, carries 0.118; number 52, Cl, carries 0.481